No. 1
A structure of composition C4H8CdO3 at a distorted geometry, computed with wB97M-V/def2-TZVPD.

Cartesian coordinates (Å):
H -0.68795 -1.75955 1.08107
C 0.70718 -1.40807 -0.53660
H -0.03645 -1.25643 -1.32546
H 1.62042 -1.82638 -0.96827
C 0.18351 -2.23311 0.61224
H 0.96141 -2.38506 1.37090
H -0.12000 -3.21102 0.21565
O 1.14163 -0.09009 -0.06931
C 0.43014 0.99532 -0.24993
O 1.07632 2.05478 -0.26184
Cd 2.96074 1.70051 0.03095
O -0.83640 0.86800 -0.36187
C -1.69251 1.95564 0.04583
H -1.40997 2.27719 1.05300
H -1.59594 2.77713 -0.67096
H -2.70214 1.54115 0.03459

The lowest unoccupied orbital energy is -12.6 eV. As for the gap between HOMO and LUMO: 6.9425 eV. The value obtained for the HOMO energy is -19.587 eV. The net charge is +2. The calculation puts the relative energy (zero: lowest compared OMol25 entry of this formula, charge and spin) at 0.0 kcal/mol. The calculation puts the strongest force on any atom at 2.8 eV/A.

***

No. 2
A structure of composition C41H38N2O7PtTe, computed with wB97M-V/def2-TZVPD.

Cartesian coordinates (Å):
Pt -0.15657 0.18092 1.15739
C -5.46802 -1.55104 -3.08794
C -4.13768 -1.20788 -2.47127
C -3.14550 -0.54248 -3.19281
C -1.92670 -0.20991 -2.63463
C -0.94827 0.59708 -3.41779
O -0.34788 1.54113 -2.94452
C -0.73056 0.23690 -4.86296
C -0.34486 1.23750 -5.75036
C -0.09226 0.93339 -7.07732
C -0.20166 -0.37864 -7.52215
C -0.56765 -1.38327 -6.63877
C -0.84157 -1.07514 -5.31318
C -1.60198 -0.59046 -1.29650
O -0.40822 -0.41368 -0.87986
C -2.62734 -1.24218 -0.53488
C -3.85065 -1.53244 -1.16009
C -2.44300 -1.65811 0.85593
N -1.43818 -1.33115 1.60456
C -1.28685 -1.92302 2.94128
C -0.41351 -3.19091 2.84798
Te 1.46756 -3.11988 3.86005
C 3.03162 -1.29999 0.17399
C 3.37001 -2.63692 0.25180
C 3.23520 -3.42483 -0.88276
C 2.77139 -2.86793 -2.06622
C 2.43343 -1.52299 -2.11598
C 2.56011 -0.72594 -0.98987
C -3.49862 -2.55696 1.42810
C -4.55824 -2.01330 2.14631
C -5.53326 -2.84147 2.68186
C -5.45323 -4.21624 2.50474
C -4.39860 -4.75986 1.78554
C -3.42454 -3.93190 1.24512
H -5.48942 -1.27721 -4.14303
H -6.28948 -1.02598 -2.59587
H -5.67721 -2.62057 -3.02081
H -3.34554 -0.25481 -4.22012
H -0.24332 2.24834 -5.37770
H 0.19614 1.71674 -7.76655
H 0.00116 -0.61722 -8.55855
H -0.64168 -2.40739 -6.98133
H -1.12710 -1.85548 -4.61990
H -4.61592 -2.04515 -0.58916
H -2.25354 -2.17610 3.37540
H -0.82495 -1.17164 3.57850
H -0.21543 -3.43709 1.80760
H -0.92059 -4.04782 3.29595
H 3.71976 -3.04752 1.18908
H 3.49192 -4.47507 -0.83662
H 2.66190 -3.48513 -2.94848
H 2.04457 -1.08698 -3.02767
H 2.25933 0.30979 -1.01847
H -4.61614 -0.93959 2.28031
H -6.35677 -2.41277 3.23812
H -6.21409 -4.86185 2.92354
H -4.33559 -5.83059 1.64025
H -2.60756 -4.35158 0.67034
O -0.61433 2.93693 1.93097
C 0.31287 3.11186 1.19603
O 0.99389 2.04812 0.70398
C 0.83432 4.42225 0.64002
N 2.13922 4.17383 0.00351
C 3.19899 4.72164 0.88776
C 2.48536 5.07055 2.19613
C 1.07363 5.44713 1.74220
H 0.09661 4.73155 -0.10348
H 2.17712 4.58904 -0.91553
H 1.73944 2.42156 0.15689
H 3.64262 5.61112 0.43424
H 3.98666 3.98657 1.03454
H 2.99158 5.86479 2.74155
H 2.44793 4.19202 2.84836
H 1.05845 6.45096 1.31401
H 0.32263 5.38697 2.52704
O 1.55678 0.32963 3.42982
C 2.64420 1.09214 3.64657
C 2.64935 1.79807 4.85399
C 3.68508 2.65227 5.16391
C 4.74320 2.83751 4.27494
C 4.74330 2.14576 3.08409
C 3.71468 1.25895 2.74930
C 3.85837 0.55930 1.44251
O 4.55084 0.94291 0.54047
O 3.09749 -0.56741 1.37577
H 1.65008 -0.23694 2.63558
H 1.81557 1.64785 5.52629
H 3.67013 3.18269 6.10767
H 5.55763 3.50589 4.51804
H 5.55196 2.25877 2.37324

The lowest unoccupied orbital energy (spin up / spin down) is 0.4 / -1.6 eV. As for the gap between HOMO and LUMO (spin up / spin down): 7.0480 / 5.4437 eV. The expectation value of S² is 2.007. Its spin multiplicity is 3. The value obtained for the HOMO energy (spin up / spin down) is -6.665 / -7.074 eV. The calculation puts the relative energy (zero: lowest compared OMol25 entry of this formula, charge and spin) at 49.6 kcal/mol. The calculation puts the strongest force on any atom at 0.6 eV/A.

***

No. 3
A cluster of 10 separate species, C58H47NO21PS in total, computed with wB97M-V/def2-TZVPD.

Cartesian coordinates (Å):
C 0.41469 0.59418 1.68054
N -0.91299 1.10235 1.24971
C -0.78564 2.48478 0.72396
C -1.42102 0.27824 0.21192
O -0.82199 -0.15797 -0.72514
C -2.92772 -0.03770 0.30225
S -3.73985 0.39339 1.84251
P -4.40867 2.51570 1.26901
O -5.96850 2.17730 1.46318
O -4.14198 3.14234 2.70608
H 0.31242 -0.35274 2.20408
H 1.08698 0.47524 0.82654
H 0.85584 1.32897 2.35270
H -1.69139 2.78771 0.18816
H -0.59297 3.15169 1.56277
H 0.05902 2.55606 0.03161
H -3.11823 -1.08507 0.07820
H -3.42236 0.56920 -0.46649
H -2.72368 0.58677 2.71259
H -6.48518 2.42705 0.68377
H -3.27329 3.58283 2.83668
C 3.59455 -4.65116 2.87681
C 3.40437 -3.43252 3.37338
C 2.73773 -2.37264 2.57800
O 2.57054 -1.26099 3.04765
C 2.29492 -2.71566 1.20498
C 2.48471 -3.93328 0.70388
C 3.14658 -4.99960 1.50202
O 3.31613 -6.10966 1.04934
H 4.07864 -5.44268 3.43486
H 3.72148 -3.15116 4.36984
H 1.82189 -1.92935 0.62933
H 2.17594 -4.19975 -0.29763
C 2.96731 5.69008 0.44406
C 4.11842 6.11286 -0.07054
C 5.32217 5.23742 -0.09074
O 6.36888 5.62644 -0.55716
C 5.18839 3.87444 0.48577
C 4.03456 3.45154 0.99425
C 2.84055 4.32656 1.01166
O 1.78661 3.93966 1.48349
H 2.07775 6.30654 0.47533
H 4.24369 7.10167 -0.49308
H 6.07923 3.25980 0.47361
H 3.92190 2.46899 1.43251
C -3.86873 3.33908 5.70337
C -4.04993 2.64435 6.82183
C -2.91147 2.37798 7.74308
O -3.06435 1.73731 8.75729
C -1.57505 2.91180 7.35797
C -1.39560 3.58105 6.22091
C -2.52868 3.82763 5.30308
O -2.36529 4.36484 4.21795
H -4.67218 3.54451 5.00991
H -5.01050 2.24241 7.11866
H -0.76600 2.70243 8.04629
H -0.43020 3.95537 5.90492
C -3.59627 2.90372 -5.46370
C -3.47867 3.68448 -4.39117
C -2.83574 3.18591 -3.15170
O -2.69509 3.87890 -2.16231
C -2.34035 1.78667 -3.14945
C -2.47074 1.00360 -4.21269
C -3.10704 1.50011 -5.45433
O -3.23359 0.77201 -6.41382
H -4.04430 3.24515 -6.38804
H -3.82323 4.71064 -4.37436
H -1.86744 1.44532 -2.23760
H -2.12107 -0.02062 -4.23856
C 1.57798 1.97449 -7.84222
C 2.09190 1.54826 -8.99217
C 1.27430 0.76729 -9.95902
O 1.74238 0.38167 -11.00575
C -0.13674 0.48631 -9.58918
C -0.64928 0.90881 -8.43677
C 0.17309 1.67866 -7.47290
O -0.27819 2.02849 -6.39664
H 2.14957 2.54704 -7.12249
H 3.11547 1.74411 -9.28523
H -0.70923 -0.08595 -10.30782
H -1.66999 0.70446 -8.14155
C 1.79618 -3.44448 -3.93205
C 1.74537 -3.42545 -5.26018
C 1.05644 -2.33217 -5.98948
O 1.00547 -2.30938 -7.19980
C 0.42456 -1.25803 -5.17942
C 0.48402 -1.27443 -3.85009
C 1.17201 -2.37075 -3.12278
O 1.21923 -2.38144 -1.90900
H 2.28009 -4.23826 -3.37719
H 2.18966 -4.19924 -5.87368
H -0.07644 -0.47387 -5.73412
H 0.04947 -0.50116 -3.22731
C 5.56240 2.19475 6.99399
C 5.95199 2.22357 5.72243
C 5.12172 1.61532 4.65319
O 5.47219 1.64219 3.49103
C 3.84442 0.96967 5.05007
C 3.45836 0.94102 6.32235
C 4.28281 1.55303 7.39522
O 3.92325 1.53322 8.55185
H 6.14543 2.63093 7.79512
H 6.87834 2.68473 5.40405
H 3.26362 0.52652 4.25105
H 2.53328 0.47697 6.64109
C -0.89250 -7.53040 -7.05663
C -0.97911 -6.52305 -6.19268
C -0.44763 -6.64570 -4.81250
O -0.52202 -5.72262 -4.02661
C 0.18550 -7.93193 -4.42933
C 0.27200 -8.94091 -5.29146
C -0.26015 -8.82106 -6.67483
O -0.18035 -9.73776 -7.46028
H -1.26996 -7.46885 -8.06936
H -1.43262 -5.57276 -6.44563
H 0.56465 -7.99241 -3.41688
H 0.72716 -9.89023 -5.03946
C -5.19866 -1.97892 5.81151
C -4.36062 -1.37946 4.97222
C -2.98796 -1.00176 5.38360
O -2.23072 -0.44801 4.59817
C -2.56659 -1.31131 6.76507
C -3.39949 -1.90941 7.61396
C -4.77966 -2.29353 7.20737
O -5.53587 -2.83796 7.97551
H -6.20630 -2.26512 5.53867
H -4.62013 -1.13779 3.95066
H -1.55946 -1.02240 7.03707
H -3.12357 -2.14600 8.63350

The lowest unoccupied orbital energy is -4.1 eV. As for the gap between HOMO and LUMO: 7.5533 eV. The value obtained for the HOMO energy is -11.627 eV. The net charge is +1. The calculation puts the strongest force on any atom at 0.8 eV/A.